A single C5H8N2O molecule in a non-equilibrium geometry, computed with the ωB97M-V functional and the def2-TZVPD basis.

As for the HOMO energy: -9.6 eV. Its total energy is -10339.667 eV. The calculation puts the energy above the lowest of the compared OMol25 structures with the same formula, charge and spin at 70.5 kcal per mole. As for the SMILES: O=C(N1CC1)N1CC1.

Atoms and positions in Å:
1 O 0.6655 2.0514 0.0067
2 N -1.3696 0.8501 -0.0011
3 N 0.6924 -0.2423 -0.0393
4 C 1.9098 -0.2527 0.7834
5 C -2.0392 -0.2099 0.7303
6 C 2.0278 -0.2932 -0.7058
7 C -1.9991 -0.2047 -0.7288
8 C 0.0153 1.0320 -0.0196
9 H -2.8604 0.1485 -1.2921
10 H 2.0703 -1.1749 1.2973
11 H 2.3747 0.6101 -1.2049
12 H -2.9872 0.1584 1.1503
13 H -1.5040 -1.0147 1.2878
14 H 2.1991 -1.1842 -1.2748
15 H 2.2093 0.6571 1.2785
16 H -1.4046 -0.9309 -1.2680

Cartesian forces, eV/Å:
-1.716 -0.181 -0.082
0.244 2.373 0.360
0.355 -0.328 -0.063
0.413 -0.405 -1.256
-0.650 -0.735 0.918
-0.514 1.040 0.631
-0.532 -0.506 -1.452
1.964 -0.998 0.092
0.015 -0.160 0.113
-0.013 -0.348 0.460
-0.219 0.004 0.260
0.655 -0.331 0.220
-0.222 0.975 -0.605
0.064 -0.512 0.144
-0.087 0.155 -0.011
0.244 -0.041 0.271

The computed Löwdin charges, all in e, follow: 0.116, -0.027, -0.033, -0.108, -0.116, -0.090, -0.152, -0.445, 0.108, 0.094, 0.107, 0.111, 0.125, 0.093, 0.108, 0.108

=====

A 2-piece molecular cluster, C2H4N2O3 overall in a non-equilibrium geometry, computed with the ωB97M-V functional and the def2-TZVPD basis.

As for the total charge: +2. As for the HOMO energy: -22.2 eV. Its total energy is -11235.310 eV. The calculation puts the energy above the lowest of the compared OMol25 structures with the same formula, charge and spin at 37.0 kcal per mole.

Atoms and positions in Å:
1 O 1.0044 1.3916 -1.6526
2 O 2.0049 0.8370 -0.8086
3 O -0.9983 2.4190 -1.1356
4 N -0.4614 0.0126 0.3009
5 N -1.2492 -2.1072 1.1870
6 C -0.9862 -0.9358 0.8597
7 C -0.0640 1.7696 -1.1034
8 H 0.2476 0.5960 0.9405
9 H -1.6933 -2.6760 1.8130
10 H 2.8418 1.3113 -0.8809
11 H -0.6463 -2.6181 0.4800

Cartesian forces, eV/Å:
0.388 0.348 0.119
-1.178 -1.950 1.549
0.982 -1.313 0.929
0.223 0.374 3.240
3.314 0.634 -4.413
1.044 2.139 -0.412
-0.687 2.185 -2.402
-1.464 -1.939 -1.257
-2.356 -1.186 2.565
0.359 1.344 -1.026
-0.625 -0.636 1.108

The computed Löwdin charges, all in e, follow: 0.194, 0.142, 0.447, 0.252, 0.357, -0.036, -0.151, 0.231, 0.154, 0.174, 0.235

=====

A single C16H16N2O3 molecule, computed with the ωB97M-V functional and the def2-TZVPD basis.

As for the HOMO energy: -8.3 eV. Its total energy is -25975.350 eV. The calculation puts the energy above the lowest of the compared OMol25 structures with the same formula, charge and spin at 10.6 kcal per mole. As for the SMILES: COc1ccc(CC(=O)Nc2ccc(C(N)=O)cc2)cc1.

Atoms and positions in Å:
1 O 4.6507 0.2498 0.6719
2 O -2.4533 1.6719 1.4729
3 O -2.7434 -2.8690 -1.5239
4 N -2.9703 -1.2070 -3.0189
5 N 2.9529 -0.1361 -0.7283
6 C -1.1886 1.1695 1.5519
7 C -1.0884 -0.2190 1.6422
8 C 1.3090 -1.9098 -0.9787
9 C -2.6195 3.0666 1.4095
10 C -0.0262 1.9316 1.5459
11 C -2.2736 -1.9019 -2.0853
12 C 0.7503 0.3404 -1.6139
13 C -0.8993 -1.3991 -1.7957
14 C 2.6724 -0.7237 1.6390
15 C 1.2076 1.3064 1.5989
16 C 3.5295 -0.1770 0.5077
17 C 0.0331 -2.3127 -1.3126
18 C 0.1461 -0.8276 1.6984
19 C 1.3149 -0.0753 1.6566
20 C -0.5248 -0.0677 -1.9498
21 C 1.6689 -0.5713 -1.1012
22 H 2.5761 -1.8054 1.5434
23 H -1.2359 0.6680 -2.2959
24 H -1.9956 -0.8013 1.6549
25 H -0.2684 -3.3434 -1.2034
26 H -3.8915 -1.5323 -3.2608
27 H -2.1504 3.4888 0.5143
28 H 2.1052 1.9087 1.5852
29 H 3.4621 0.4199 -1.4041
30 H -2.5559 -0.4791 -3.5708
31 H 1.0361 1.3767 -1.7191
32 H -0.0648 3.0085 1.4961
33 H 2.0318 -2.6256 -0.6187
34 H -2.2149 3.5619 2.2982
35 H 0.2001 -1.9040 1.7640
36 H -3.6945 3.2339 1.3641
37 H 3.2125 -0.5140 2.5660

Cartesian forces, eV/Å:
0.233 0.106 0.159
0.096 -0.323 0.024
-0.006 -0.253 0.146
-0.240 0.198 -0.208
0.196 0.263 -0.632
0.076 -0.119 0.000
-0.152 0.175 0.000
0.064 0.158 -0.152
-0.021 0.208 -0.005
-0.282 0.237 -0.009
-0.045 0.121 -0.115
0.183 -0.058 0.048
0.287 -0.052 0.175
0.108 0.101 0.135
0.033 -0.302 0.087
-0.029 -0.176 0.239
-0.197 0.039 -0.071
-0.013 0.207 0.106
-0.074 0.147 0.258
-0.047 -0.196 -0.070
-0.372 -0.223 -0.222
0.021 -0.024 0.022
-0.071 0.075 -0.020
-0.137 -0.089 -0.005
-0.035 -0.086 0.029
0.056 0.000 0.047
-0.001 -0.010 0.040
0.107 0.093 -0.024
0.023 -0.096 0.160
0.025 -0.069 0.005
0.016 0.103 0.067
-0.047 0.096 -0.005
0.096 -0.066 0.021
0.001 -0.015 -0.042
0.016 -0.124 -0.031
0.085 0.041 -0.001
0.046 -0.085 -0.156

The computed Löwdin charges, all in e, follow: 0.068, -0.084, 0.062, 0.170, 0.134, -0.278, 0.010, -0.016, -0.093, -0.016, -0.512, -0.007, -0.146, -0.049, -0.032, -0.484, -0.007, -0.038, -0.250, -0.022, -0.253, 0.118, 0.111, 0.125, 0.123, 0.112, 0.093, 0.126, 0.160, 0.091, 0.121, 0.103, 0.122, 0.096, 0.121, 0.093, 0.132

=====

C42H81I3N3O20P5 as an isolated structure in a non-equilibrium geometry, computed with the ωB97M-V functional and the def2-TZVPD basis.

As for the HOMO energy: -8.4 eV. Its total energy is -161012.684 eV.

Atoms and positions in Å:
1 I -2.7356 3.3301 4.1490
2 I -11.8509 -0.2669 1.1073
3 I -4.8769 5.0817 6.2715
4 P -3.8040 3.4845 0.7959
5 P -3.5838 5.6841 0.8904
6 P 10.1232 1.6331 -2.0092
7 P 2.0776 2.7500 -3.1936
8 P 5.5861 -4.6030 1.3199
9 O 11.3054 2.3974 -1.0250
10 O -3.2537 6.2164 2.2995
11 O 2.2374 1.4540 -4.2133
12 O 9.0164 1.0131 -2.8782
13 O 3.4017 3.4632 -4.0225
14 O -7.2677 3.9551 -0.4492
15 O -2.3378 6.1744 -0.1853
16 O -7.7812 -1.2298 2.4164
17 O 0.8620 2.1850 -2.4402
18 O -4.0947 -1.2493 2.1175
19 O 11.3770 0.9964 -2.8858
20 O 5.7859 -6.0696 0.5752
21 O 3.1491 2.3116 -2.0014
22 O -6.4137 3.5055 1.3554
23 O -5.0353 6.4566 0.3562
24 O 5.4473 -5.4880 2.7854
25 O -5.1738 1.4993 1.9511
26 O 9.9804 0.4792 -0.8210
27 O 3.9274 -4.5002 1.2992
28 O 5.7417 -3.7952 0.0186
29 N -6.2064 3.6175 0.0043
30 N -10.0103 -1.7705 2.6930
31 N -6.4775 -0.2489 0.5225
32 C -5.2344 2.9369 2.0224
33 C -3.4361 -2.9010 0.0896
34 C 7.8778 -6.8467 1.5453
35 C 2.4225 0.6698 -0.3826
36 C -3.5330 -1.5114 0.8260
37 C -9.4698 1.6553 0.9187
38 C -2.9313 -0.2486 0.0455
39 C 8.7725 -0.2509 -0.6317
40 C 2.7328 2.1328 -0.6519
41 C 11.7272 1.6590 -4.0936
42 C -4.8250 3.5678 3.4327
43 C -7.2036 -0.7627 -1.8822
44 C 4.7702 3.1276 -3.7918
45 C -5.7075 0.4858 4.2776
46 C -2.3083 -0.3024 -1.3983
47 C -9.6413 0.0619 1.0904
48 C -10.6239 2.5707 1.5837
49 C 12.8926 0.5734 -0.4311
50 C -5.6595 4.2692 4.3685
51 C 12.0309 1.7428 0.0143
52 C -6.1858 0.8186 2.7379
53 C 3.7844 -7.2707 2.2792
54 C -9.0478 -0.5938 2.4450
55 C -6.8037 -1.3614 -0.4041
56 C 1.7177 2.4451 -6.3739
57 C -9.3060 0.3188 3.8012
58 C 7.1173 -6.4743 0.2847
59 C 8.8294 -1.5734 -1.3777
60 C -6.6063 -0.5829 1.9705
61 C -5.4479 -1.7237 2.2731
62 C 3.2596 -3.4314 0.6374
63 C 12.4002 2.9938 -3.8262
64 C -5.8660 -0.3853 -2.7209
65 C -7.2207 4.4812 4.0851
66 C -2.8193 -2.9577 -1.3615
67 C 5.1413 1.6803 -4.0676
68 C 2.8733 -3.8406 -0.7741
69 C 1.3640 1.3973 -5.3334
70 C -11.8549 -0.3684 5.0537
71 C -10.6781 -0.0155 4.5550
72 C -2.2754 -1.6969 -2.1368
73 C 4.2647 -6.1664 3.2055
74 H -8.4526 2.0221 1.3039
75 H -7.0684 1.5455 2.8589
76 H 10.8383 1.7916 -4.7182
77 H -9.4751 1.8698 -0.2304
78 H -12.8715 -0.6968 5.4939
79 H 7.8599 -2.0776 -1.3462
80 H 2.1051 -4.6193 -0.7445
81 H -2.5630 2.8390 1.1821
82 H -7.6220 5.2222 4.8945
83 H -5.6527 6.5678 1.1329
84 H -5.9730 -2.1319 -0.5875
85 H 5.0645 3.4303 -2.7833
86 H 13.4870 0.2026 0.4085
87 H 12.4179 1.0055 -4.6329
88 H -9.7946 -2.3931 1.8721
89 H 4.5089 -6.6205 4.1714
90 H 2.4809 -2.9860 -1.3313
91 H 1.1138 2.3152 -7.2750
92 H -8.4551 -0.0277 4.5266
93 H 2.9400 -7.7993 2.7300
94 H 1.7420 0.2470 -1.1244
95 H -2.1116 5.3373 -0.6913
96 H 3.5595 2.4482 -0.0090
97 H 7.6379 -5.6816 -0.2618
98 H -7.7493 -1.9639 -0.0702
99 H 4.5840 -7.9902 2.0838
100 H 12.7652 3.4364 -4.7559
101 H 5.3505 3.7588 -4.4725
102 H -7.6939 -1.6591 -2.4508
103 H -6.3055 -0.3998 4.7045
104 H 2.7756 2.3828 -6.6446
105 H 12.6921 2.5039 0.4412
106 H -2.9530 0.7669 0.5766
107 H 3.4497 -6.8883 1.3138
108 H -9.3220 -0.4364 0.1076
109 H 8.6725 -0.4481 0.4395
110 H -7.7979 3.4957 4.2524
111 H 9.5783 -2.2305 -0.9251
112 H -11.4962 2.7485 0.8469
113 H 7.9027 0.3439 -0.9219
114 H 1.8858 2.7803 -0.4108
115 H -5.1444 0.2198 -2.0556
116 H -5.5476 -2.0842 3.3827
117 H -1.9186 0.6953 -1.8472
118 H 13.2410 2.8742 -3.1369
119 H -3.8701 -3.8189 0.6638
120 H -9.5327 -2.2754 3.4828
121 H 8.8571 -7.2630 1.2979
122 H -1.8503 -1.7379 -3.2020
123 H 11.3513 1.4543 0.8205
124 H 3.7154 -4.2597 -1.3286
125 H 13.5704 0.8731 -1.2348
126 H -6.9720 0.6338 0.3080
127 H 7.0549 -7.3455 -0.3725
128 H 12.2992 -0.2633 -0.8029
129 H -7.9793 0.0927 -1.8179
130 H 3.3395 0.0744 -0.4307
131 H 4.8459 1.3888 -5.0791
132 H -6.1160 0.1609 -3.7083
133 H -5.8348 1.4093 4.9605
134 H 8.0319 -5.9712 2.1828
135 H -10.1439 3.6247 1.7521
136 H -5.6463 -2.7031 1.6654
137 H 0.3264 1.5129 -5.0043
138 H 7.3196 -7.5803 2.1340
139 H 2.3524 -3.2080 1.2060
140 H -7.4675 4.9890 3.0682
141 H 1.9779 0.5445 0.6082
142 H -5.3158 -1.3736 -3.0079
143 H 9.1220 -1.4485 -2.4221
144 H -4.5925 0.1926 4.2796
145 H 1.4644 0.4012 -5.7723
146 H 11.7025 3.6987 -3.3650
147 H 3.4711 -5.4429 3.4101
148 H 4.6584 0.9876 -3.3768
149 H -10.9688 2.2260 2.6341
150 H 3.8657 -2.5219 0.6473
151 H -2.7717 -3.9929 -1.8744
152 H 6.2213 1.5424 -3.9644
153 H -9.1207 1.4400 3.6279
154 H 1.5418 3.4540 -5.9894

Cartesian forces, eV/Å:
-1.463 -0.384 -0.934
0.530 0.032 -0.700
-1.064 -0.541 -1.569
0.646 -1.342 -1.889
0.937 4.077 3.593
3.618 -8.420 1.845
5.303 -7.482 2.072
-7.076 -5.004 -3.843
-2.343 2.251 -1.701
-0.951 -1.367 -3.476
-0.737 0.531 -0.437
-0.627 4.565 0.106
-3.261 1.920 -0.065
2.558 -0.590 -0.035
-2.566 -2.915 0.684
0.392 1.352 -0.240
-1.224 4.111 -1.654
-0.076 -1.061 -2.531
-0.224 0.790 -0.509
1.002 0.137 0.017
-0.255 1.314 -0.124
1.308 -0.984 2.792
1.715 -1.774 0.922
2.667 2.508 0.035
-0.812 1.765 0.700
-0.367 1.291 0.286
0.657 0.709 1.066
3.118 1.675 3.043
-4.498 0.959 -1.521
3.130 -0.580 -0.278
-0.922 -1.171 0.873
2.614 0.322 0.066
0.697 3.334 -0.727
0.037 -0.030 0.113
0.067 -0.205 -0.006
1.946 0.615 -4.221
-0.312 0.234 -0.627
0.180 -2.548 -1.399
-0.261 -0.507 -0.139
-0.126 -0.378 0.332
0.306 0.081 -0.299
-2.095 1.563 3.090
0.719 -1.275 -0.204
1.046 -0.039 0.570
0.422 0.231 -0.454
-1.694 -3.312 2.386
0.216 1.151 -0.233
0.859 1.356 0.059
-0.131 -0.169 -0.400
0.749 -1.597 -2.908
0.131 -0.424 1.022
-0.906 -0.728 2.131
0.164 0.039 -0.422
-3.801 -0.855 0.757
-1.893 -0.037 -1.833
0.050 0.086 -0.068
0.588 -0.736 1.118
0.242 -0.326 -0.074
0.048 -0.184 -0.043
3.396 0.793 -1.063
-1.238 -1.228 1.212
-0.300 0.162 -0.461
0.054 0.095 0.051
-0.145 -0.400 0.225
-0.140 1.058 1.185
-0.087 2.647 1.138
-0.329 -0.246 0.005
-0.086 -0.137 -0.122
-0.050 -0.156 -0.405
6.323 1.902 -2.542
-5.964 -1.585 1.804
-1.395 0.661 3.956
-1.020 -0.045 0.439
-1.396 -0.707 -0.470
0.965 -1.293 -0.494
0.012 -0.066 -0.022
0.032 -0.341 2.071
2.489 0.840 -1.008
0.064 0.007 0.059
0.000 0.125 0.040
-0.761 1.093 0.649
0.712 -1.417 -1.454
1.219 -0.168 -0.879
-0.894 1.430 0.582
-0.121 -0.163 -0.077
-0.052 0.215 0.055
-0.122 -0.082 0.140
-0.467 0.518 0.887
0.382 0.179 -0.092
-0.011 -0.052 0.055
-0.006 -0.007 0.070
-1.593 0.663 -1.230
0.108 0.099 0.179
-0.095 0.215 0.056
-0.140 1.426 0.400
0.083 0.040 -0.203
-0.026 -0.025 -0.061
1.608 0.930 -0.304
-0.097 0.036 0.098
-0.053 -0.039 0.024
-0.413 0.129 -0.114
0.622 1.728 1.026
0.812 1.438 -0.720
-0.151 -0.027 0.037
-0.185 0.235 -0.315
-0.092 -1.885 -0.835
0.054 0.032 0.130
-0.218 0.431 1.855
0.191 0.117 -0.005
0.934 1.486 -0.524
-0.098 0.049 0.046
1.361 -0.578 1.493
0.161 -0.104 -0.108
0.030 -0.177 -0.120
-1.140 -0.789 -1.202
0.157 0.934 -1.988
-0.708 -2.118 0.733
-0.104 -0.008 -0.114
1.041 1.664 -1.495
-0.742 0.430 -0.722
-0.044 0.049 -0.024
-0.786 -0.224 1.927
0.039 -0.086 -0.200
0.087 0.193 0.120
-0.015 0.010 0.139
0.308 -0.927 -0.059
-0.155 0.122 0.009
-0.005 0.135 0.054
1.340 -1.260 -0.008
-0.028 0.089 0.067
0.090 0.076 0.063
0.417 -0.733 1.712
0.146 -1.522 -1.163
0.051 -0.032 0.020
-0.794 -1.758 -0.326
0.255 2.052 0.770
-0.008 -0.066 0.012
0.075 0.083 -0.107
0.089 -0.161 0.116
0.648 -1.269 1.682
0.046 0.002 -0.043
-0.968 1.755 0.598
-0.144 0.194 0.050
-1.749 0.469 -0.092
0.058 0.026 0.193
0.037 0.042 -0.027
0.079 -0.081 -0.186
0.021 0.131 -0.038
0.378 0.361 -1.995
0.007 -0.190 -0.110
-0.096 1.996 0.966
-0.016 0.212 -0.020
-0.706 -1.694 0.290
-0.008 0.014 -0.059

Löwdin atomic charge list, values in e, 99 entries: 0.784, 0.903, 0.731, 0.843, 0.469, 0.758, 0.756, 0.763, -0.265, -0.429, -0.243, -0.227, -0.264, 0.065, -0.208, -0.056, -0.241, -0.111, -0.244, -0.248, -0.268, -0.128, -0.233, -0.267, -0.139, -0.270, -0.268, -0.224, -0.085, -0.071, 0.033, -0.597, -0.024, -0.086, -0.072, -0.171, -0.308, 0.013, -0.285, -0.285, -0.296, -0.621, -0.218, -0.278, -0.027, -0.060, -0.514, -0.216, -0.078, -0.708, -0.283, -0.197, -0.077, -0.494, -0.211, -0.085, -0.098, -0.295, -0.068, -0.347, -0.095, -0.288, -0.086, -0.130, -0.148, -0.075, -0.069, -0.067, -0.298, 0.061, -0.128, -0.081, -0.282, 0.069, 0.119, 0.107, 0.120, 0.056, 0.068, 0.077, -0.078, 0.070, 0.084, 0.107, 0.112, 0.082, 0.120, 0.082, 0.120, 0.073, 0.078, 0.117, 0.082, 0.070, 0.067, 0.118, 0.106, 0.116, 0.075